# 1
A 10-piece molecular cluster, C56H63BN10O4S overall in a non-equilibrium geometry, computed with ωB97M-V/def2-TZVPD.

The geometry in XYZ format:
```
135
Properties=species:S:1:pos:R:3:forces:R:3:mulliken_charge:R:1
H -8.0066 5.1737 -5.9197 0.02 -0.07 0.12 0.39
H 0.3546 3.5660 1.3244 1.49 0.08 -0.91 0.10
H -5.5400 -0.2969 -0.5201 -0.09 0.03 0.04 0.54
N 6.5550 -0.7820 -2.1733 0.04 -0.04 -0.02 0.07
C 0.5417 -0.3689 -6.5345 0.21 -0.02 0.20 -0.77
H 1.3386 0.5830 -4.6711 -0.05 0.00 -0.11 0.57
C 2.2638 -0.3691 0.3940 3.05 4.34 0.54 0.19
C -0.8889 -3.3160 -9.8668 0.00 -0.02 0.10 -0.50
C -2.5463 -2.1481 -2.9521 0.24 0.20 -0.08 -0.42
C -2.1468 -2.2955 3.1077 3.67 0.80 -3.14 -0.82
H -5.8313 -1.2525 1.7804 -0.13 0.17 -0.13 0.21
N 4.8011 -1.3260 3.2231 0.00 -0.04 0.18 0.19
C 3.0195 -3.7727 9.5718 -0.02 0.27 0.12 -0.31
C 0.3765 -1.8108 1.1151 -3.34 -1.03 3.13 -0.35
H 5.7382 3.7720 2.8109 -1.34 1.18 -0.75 0.29
C 4.6351 1.1049 0.5249 -3.55 0.09 -0.07 -0.42
C -1.4502 -2.2813 -2.1335 -0.05 0.01 0.12 -0.46
C -6.8800 4.4939 -4.1706 0.05 0.07 -0.04 -0.53
H -0.7419 1.9789 -4.7909 0.20 0.05 -0.20 0.18
H -1.2518 -4.5011 3.2661 0.28 1.83 -0.81 0.37
C -8.5579 3.3585 -3.2251 -0.08 -0.01 0.05 -0.26
H -3.1489 2.5030 7.1259 0.08 -0.05 0.08 0.37
H 1.8492 4.6538 1.2056 -0.63 -1.40 -0.83 0.44
H -10.0441 3.7958 -4.7714 0.12 0.00 0.06 0.37
N -7.2447 3.7270 -3.0955 -0.02 -0.03 -0.06 0.07
H -6.6407 3.4728 -2.3293 -0.15 0.08 -0.20 0.17
C 4.9669 4.4800 2.3060 -0.08 0.92 0.21 -0.85
H 3.2819 -4.4312 6.3357 0.02 0.00 0.13 0.38
O 4.9720 4.6809 -0.4281 -1.91 -0.35 2.39 -0.60
H 5.7993 1.1220 0.4987 -2.36 -0.15 0.11 0.42
N -0.5184 1.2667 -5.4715 -0.07 -0.10 -0.03 0.20
H -4.6175 -2.9683 -2.7293 0.12 -0.01 0.03 0.46
H -7.3621 0.0765 3.2584 -0.02 0.06 -0.13 0.40
C 0.1287 -3.2007 1.8322 -2.20 2.24 0.68 -0.65
N -1.2302 -2.3394 -10.7646 0.02 -0.06 -0.02 0.01
H 6.3249 -0.0659 -1.5018 0.01 -0.13 -0.23 0.22
H -8.2465 2.1855 1.7901 0.08 -0.10 -0.02 0.41
H 5.6581 -2.8971 5.9526 0.00 0.05 -0.10 0.44
H -2.1869 2.7614 -0.9705 0.18 -0.58 -2.06 0.29
C -0.6394 0.6945 8.1302 -0.01 -0.02 0.01 -0.62
C -6.1710 0.1538 0.2324 0.11 -0.04 -0.15 -1.17
C 0.9883 4.1208 -0.8342 4.82 -0.87 -2.84 0.61
H 4.0025 4.4962 2.9619 1.65 -0.34 -1.09 0.28
H -0.6936 0.8765 10.3112 -0.04 0.02 -0.12 0.38
O -0.3047 4.5599 -1.2996 1.28 -2.43 -0.20 -0.32
C -9.0383 3.9039 -4.3913 -0.09 -0.18 0.22 -0.58
C -2.4148 1.9923 7.7318 -0.05 -0.01 -0.03 -0.28
H -1.3310 1.0696 6.1609 -0.10 0.08 0.18 0.16
H -3.6077 -4.0250 -0.4363 0.04 0.05 -0.10 0.43
H 0.1957 0.0580 7.8763 -0.10 0.04 0.07 0.45
C -1.9628 1.4234 3.5245 4.41 3.74 1.98 0.24
H -7.0729 1.9448 -0.6455 -0.02 -0.12 0.09 0.29
C -1.8907 2.5853 -2.0816 0.91 1.20 1.24 -0.79
S -0.3541 0.9707 0.5518 1.38 -1.43 0.87 0.38
C 3.0598 -2.5375 8.9707 0.01 0.03 0.02 -0.67
H 4.1750 -1.0506 2.4796 0.13 0.03 0.23 0.17
C 0.1809 -4.0089 -10.3801 -0.16 -0.02 0.24 -0.41
C -0.7455 3.7096 -2.3966 0.05 -1.04 -4.97 0.76
C -0.6528 -0.0742 -7.2355 -0.27 0.12 -0.06 -0.08
N 1.5744 -1.6787 0.2427 -1.25 2.18 0.18 -0.12
O -0.3321 3.7900 -3.5944 -1.44 0.27 5.95 -0.54
H 3.1053 -5.8185 8.6667 0.00 0.13 -0.03 0.40
H -9.0361 2.7428 -2.4774 0.03 0.07 -0.10 0.35
C -3.1290 -3.4109 -1.1850 0.02 0.04 0.07 -0.52
C -2.2378 1.9475 9.0943 -0.18 0.14 -0.16 -0.63
C 6.4364 -2.1370 -3.9273 -0.25 0.15 -0.03 -0.56
H -2.2135 1.4578 -6.7550 0.11 -0.07 -0.01 0.35
H 1.2786 -1.1159 -6.7930 -0.08 0.09 0.01 0.41
C -1.0949 2.2468 4.1006 -3.54 -5.19 -3.35 -0.86
H 0.8681 -4.0721 1.6387 -1.38 1.76 0.35 0.34
H 1.2820 -3.7351 -12.3104 -0.10 0.05 0.07 0.38
H 2.9344 -3.9557 10.6335 0.01 0.04 -0.13 0.40
C -0.3956 -2.4069 -11.8486 0.06 0.04 -0.06 -0.49
H 8.4068 -1.4573 -1.3522 -0.07 -0.04 -0.11 0.36
H -1.9795 -1.6752 -10.6464 0.18 -0.17 -0.04 0.22
N -6.2928 -0.4095 1.4748 0.04 0.11 -0.01 0.07
H 3.2315 -1.9942 6.9291 0.08 -0.17 0.12 0.22
H -2.8505 2.4522 9.8277 0.07 -0.05 -0.09 0.38
C 3.1999 -4.0714 7.3509 0.02 -0.01 -0.05 -0.29
C 7.6747 -1.5706 -2.1383 0.06 -0.06 0.05 -0.45
C -7.1383 0.3520 2.2382 -0.06 0.02 0.07 -0.47
C 2.2787 2.4291 0.6477 1.02 -2.48 0.22 -0.02
C 3.1087 -4.7446 8.5456 0.00 -0.09 -0.28 -0.67
H -2.7762 2.7212 -2.8046 1.56 -0.16 1.16 0.37
O 1.9712 3.9524 -1.6465 -5.35 1.08 3.71 -0.50
C -0.6744 -0.6516 1.4185 0.71 -3.73 1.22 0.50
C -3.6106 -2.8636 -2.3510 -0.14 -0.12 0.21 -0.76
C -6.9548 1.2824 0.1998 0.23 -0.14 -0.10 0.53
C -1.2854 0.9412 -6.5582 -0.02 -0.03 0.07 -0.76
H 4.3221 5.4397 -0.4683 1.29 -0.87 -0.16 0.32
N -1.4412 1.2228 7.1532 0.08 -0.04 0.13 0.15
H 3.0180 -1.5418 9.3873 0.02 -0.13 -0.02 0.41
H 0.6822 -4.8395 -9.9041 -0.07 0.10 -0.05 0.40
H 5.3637 5.5778 2.3228 -0.47 -2.04 -0.04 0.23
C 6.6211 -1.5122 4.4807 0.12 0.20 -0.18 -0.90
H -3.2566 0.8287 1.6778 0.65 -0.65 1.81 0.17
H 4.8700 -0.6037 -3.4725 0.11 -0.06 0.00 0.51
H -0.4446 -1.8967 -2.2234 -0.13 -0.02 -0.10 0.38
H 6.5478 -0.2508 2.6322 -0.03 -0.08 0.10 0.32
H 3.4898 -2.5863 4.3408 0.10 0.00 -0.04 0.52
H -3.0575 -2.3843 3.7973 1.67 -0.03 -1.15 0.36
C 7.6259 -2.4245 -3.2138 0.20 0.05 0.23 -0.46
H 1.2468 -1.6887 -0.7516 0.34 -0.24 0.98 0.34
C 3.8604 -0.2906 0.3942 -2.35 2.93 0.09 -1.34
H -0.5053 -1.7200 -12.6748 0.05 -0.09 0.09 0.37
B 4.6512 3.9540 0.7889 -0.03 0.31 -0.50 0.39
C 0.6000 0.4767 -5.4522 -0.06 -0.04 0.06 -0.49
H -3.7209 0.0505 3.3673 1.15 0.51 -1.33 0.40
C -7.5673 1.4080 1.4710 -0.06 -0.03 0.30 -0.78
C -1.8907 -0.9154 2.3973 1.55 -1.18 -0.63 0.49
C -1.1147 -3.4644 2.7977 0.41 3.69 -1.67 -0.50
H -2.5774 -1.5969 -3.8815 0.05 -0.08 0.07 0.55
H 4.4164 -1.2855 0.2648 -0.77 1.75 0.17 0.47
H 7.6291 -1.3907 4.8511 -0.12 -0.02 -0.05 0.40
C 5.5929 -2.2980 5.0553 -0.22 -0.12 0.12 -0.23
H 6.0863 -2.6217 -4.8274 0.03 0.08 0.10 0.40
H -1.4003 1.5448 -2.1951 -0.85 1.75 0.11 0.15
C 6.1028 -0.9215 3.3526 -0.06 -0.05 -0.02 -0.23
H -1.2103 -3.3038 -0.2917 -0.17 0.07 -0.08 0.20
H -0.0748 2.6340 4.4974 -2.63 -0.66 -0.78 0.35
C 5.7971 -1.1174 -3.2639 -0.12 -0.02 -0.03 -0.45
C 3.8744 2.5079 0.6636 -2.31 -4.62 -0.81 0.24
H -5.8756 4.8817 -4.2584 -0.14 -0.02 -0.02 0.37
C -1.1124 1.1254 9.3466 0.24 -0.16 -0.04 -0.41
C -7.9750 4.6229 -4.9905 0.29 0.09 -0.01 -0.35
H 8.3658 -3.1726 -3.4602 -0.08 0.10 0.04 0.39
C 1.3208 3.7506 0.7301 -0.20 -0.35 -0.84 -1.00
H -1.0109 -0.5514 -8.1368 0.08 0.06 0.09 0.39
N -1.8154 -3.0472 -1.0579 -0.11 -0.06 -0.14 0.20
C -2.8690 0.3697 2.6655 1.64 -0.01 1.43 -0.32
C 1.5257 1.0420 0.5328 2.91 -0.90 0.19 0.43
C 4.4799 -2.1611 4.2596 0.01 0.01 0.00 -0.66
H -1.4347 -3.4324 -8.9419 0.10 0.00 -0.09 0.41
N 3.1749 -2.7281 7.6192 -0.11 -0.04 0.07 0.13
C 0.4939 -3.4326 -11.6358 -0.06 0.20 -0.23 -0.40
```
Forces are in eV/Å.

Gap between HOMO and LUMO in eV: 7.27
Largest force on an atom in eV/Å: 7.12
HOMO level in eV: -8.14
DFT total energy in Eh: -3442.68583
LUMO level in eV: -0.9
SMILES: C#CCc1cccc2c1Sc1c(ccc(B(C)O)c1CC(=O)OC(C)=O)N2.c1cc[nH]c1.c1cc[nH]c1.c1cc[nH]c1.c1cc[nH]c1.c1cc[nH]c1.c1cc[nH]c1.c1cc[nH]c1.c1cc[nH]c1.c1cc[nH]c1

# 2
A 2-piece molecular cluster, C7H11Cl2NO2P overall, computed with ωB97M-V/def2-TZVPD.

The geometry in XYZ format:
```
24
Properties=species:S:1:pos:R:3:forces:R:3:nbo_charge:R:1
P 0.3262 -0.2260 2.3310 0.35 -0.28 -0.37 1.33
H 2.4120 -2.0764 1.9488 -0.08 -0.10 -0.06 0.22
C -1.3968 0.9464 -1.4871 0.10 0.19 -0.17 0.64
H -1.9309 2.8369 -2.3254 -0.06 -0.03 -0.09 0.25
H -2.7776 -0.5939 -0.9295 -0.04 0.00 -0.02 0.23
H -1.1537 1.7251 -3.4620 -0.10 0.04 -0.02 0.25
O -0.5700 0.6551 -0.6390 -0.28 -0.35 0.29 -0.63
H -0.1814 2.5410 -2.2187 -0.01 -0.01 0.00 0.24
H 3.8982 -1.9577 1.0369 0.00 -0.04 -0.13 0.26
C 2.8322 -1.7466 1.0001 0.02 0.32 0.28 -0.67
H -3.5310 0.8977 -1.5244 -0.01 0.02 -0.12 0.25
H -0.7767 0.6247 2.2178 0.16 0.06 0.11 0.06
N -0.1273 -1.7852 1.9702 -0.31 0.67 -0.30 -0.88
Cl 3.8047 0.4818 -0.1870 -0.18 -0.01 0.10 0.12
H 2.3758 -2.3051 0.1844 0.06 -0.04 -0.05 0.26
H -2.7517 -0.2119 -2.6595 -0.06 0.08 -0.04 0.25
C -2.6955 0.2085 -1.6547 0.13 -0.08 0.22 -0.73
C -1.1460 2.0869 -2.4330 0.20 -0.01 0.12 -0.73
H 0.7532 -0.2822 3.6597 -0.22 0.02 0.00 0.04
O -2.0580 -2.1881 0.6364 0.12 -0.34 -0.05 -0.38
C 1.6347 0.4509 1.3440 0.36 0.34 -0.36 -0.50
C 2.6331 -0.2685 0.8054 0.00 -0.40 0.05 0.08
Cl 1.5430 2.1681 1.1372 -0.28 -0.26 0.30 0.10
C -1.1167 -1.9813 1.2485 0.13 0.21 0.32 0.95
```
Forces are in eV/Å.

Gap between HOMO and LUMO in eV: 9.32
Largest force on an atom in eV/Å: 0.80
HOMO level in eV: -13.09
Total charge: +1
DFT total energy in Eh: -1740.03834
LUMO level in eV: -3.8

# 3
A 5-piece molecular cluster, C30H73B2N4O11 overall in a non-equilibrium geometry, computed with ωB97M-V/def2-TZVPD.

The geometry in XYZ format:
```
120
Properties=species:S:1:pos:R:3:forces:R:3:mulliken_charge:R:1
C 3.6698 0.8927 0.3303 0.29 0.01 -0.35 2.36
O 4.6413 1.3616 -0.5560 -0.03 0.03 -0.10 -0.69
O 7.0158 1.2993 -0.1545 0.17 -0.37 0.33 -0.42
H 2.3659 -1.2175 -2.3093 -0.03 0.13 -0.10 -0.17
H 0.2238 -7.5353 0.6863 -0.09 -0.12 0.01 0.40
C -0.3723 5.6863 4.2460 0.00 0.15 -0.21 -0.99
H -0.2829 -6.1775 -0.2951 0.01 0.03 -0.30 0.27
H -3.3435 1.8292 6.7897 0.04 0.01 0.06 0.32
C -5.4049 2.0242 6.3168 0.01 -0.12 -0.06 -1.56
H 0.4754 0.6990 -0.6035 0.12 -0.14 -0.09 0.29
H 0.6090 -4.0313 -0.7102 -0.09 -0.21 -0.43 0.19
H 1.9940 0.2907 -4.7530 0.01 0.10 0.02 0.22
C -5.4393 -2.4806 -7.2179 -0.02 -0.17 0.16 0.24
N -2.4131 4.4703 3.4649 0.10 0.39 0.09 -0.65
H 2.3806 2.5146 -0.0991 -0.15 0.13 0.00 0.31
H -5.6319 -1.9430 -8.1513 0.05 0.06 0.00 0.43
H 6.4387 0.5779 -2.5615 0.11 0.12 -0.07 0.25
H 1.1967 -1.9159 -0.5218 -0.09 0.32 0.36 0.02
C 2.8644 2.0866 0.7806 0.12 0.26 -0.36 -1.36
C -4.2330 2.7254 8.4939 0.20 -0.07 0.03 -0.69
C 2.7453 -2.1837 -1.9752 0.35 0.54 0.40 -0.17
C 1.8286 -4.4476 0.9772 -0.20 0.04 -0.22 -0.61
H -0.5328 3.8028 6.4295 0.10 -0.05 -0.05 0.19
N -3.7471 3.8055 6.3023 0.11 0.07 0.32 -0.44
H -6.1633 2.7981 6.2021 0.00 0.04 0.06 0.31
H 2.7307 -0.2588 -6.0653 0.03 0.06 -0.05 0.30
H 3.0433 0.1807 -0.2282 -0.42 -0.22 0.30 -1.12
C -0.7227 -1.0273 -3.7163 0.07 -0.06 0.12 -0.52
H -6.6662 2.6311 9.1888 -0.01 -0.03 -0.04 0.30
H -5.1763 1.6531 5.3183 0.02 0.04 -0.01 0.37
H -6.8123 4.3329 9.6700 0.03 0.00 0.02 0.26
H -4.3778 4.5409 6.6111 -0.07 -0.01 -0.07 0.23
H -1.2873 0.8817 -6.2512 0.00 -0.01 0.02 0.25
H -6.3588 -1.0124 -6.1392 -0.07 0.00 -0.05 0.28
C -6.3920 3.6570 8.9253 0.05 0.16 0.03 -0.65
O 1.8969 1.8054 1.8133 -0.06 -0.78 0.00 -0.30
H -3.8922 -1.0471 -6.8553 0.01 0.01 0.04 0.29
H -6.8257 3.9134 7.9560 -0.05 -0.10 -0.01 0.22
C 0.5470 -6.5806 0.2751 -0.02 -0.03 0.47 -1.13
O -0.8018 5.6968 5.5983 0.05 -0.14 0.03 -0.39
H 4.6456 -2.9752 -2.4922 0.26 -0.18 0.15 0.63
H -4.8530 -4.3911 -8.0788 0.01 0.00 0.01 0.34
H -2.7892 -4.2598 -6.1539 -0.03 -0.01 -0.03 0.34
H -1.6737 -1.0512 -4.2585 -0.01 0.03 0.00 0.30
O -4.9901 3.8367 8.9327 -0.07 -0.03 -0.01 -0.39
H -0.4964 -0.0041 -3.4040 -0.09 0.04 -0.04 0.10
H 3.9076 -0.5140 2.0204 -0.09 -0.30 -0.12 0.30
H 4.6632 -2.2048 -0.9290 0.02 0.26 0.23 0.46
C -0.2622 1.1792 -6.0169 -0.07 0.06 -0.12 -1.34
H -0.0223 2.2212 0.1255 0.09 0.13 0.04 0.41
C 0.9365 -5.6290 1.4082 0.42 0.09 -0.39 -0.54
H 0.8363 0.0080 -7.4099 0.01 -0.07 -0.02 0.48
H -3.2761 -2.5587 -7.5193 -0.05 -0.08 -0.01 0.42
C -0.0980 4.8062 6.4424 -0.15 0.10 0.13 -0.63
H -0.6974 4.8075 2.3455 0.06 0.07 0.02 0.41
B 5.8163 0.4156 -0.4818 -0.12 0.98 -0.77 0.81
H -2.8395 4.1027 6.6492 0.08 0.02 -0.05 0.06
B 7.9065 0.7821 0.6896 0.22 0.32 0.01 0.63
O 7.7433 0.8454 2.0958 -0.26 -0.09 -0.33 -0.65
C 6.0948 -0.2536 -1.9434 -0.19 -0.02 0.17 -1.23
H 9.3996 -0.4930 0.7642 0.41 -0.06 0.34 0.24
C 4.4737 0.1629 1.3837 0.70 0.10 0.15 -0.67
O 0.3255 -1.5765 -4.4902 -0.05 -0.01 0.02 -0.24
C 0.2492 -1.3324 -5.8758 0.04 -0.11 -0.17 -0.22
H 2.8779 -4.6612 1.1733 0.16 -0.10 -0.04 0.35
H -6.5938 -4.0958 -8.0585 -0.02 0.02 0.03 0.35
C 0.7268 0.0571 -6.3213 0.01 0.10 0.23 0.27
C -3.3105 -3.8447 -5.2866 0.04 0.08 0.18 -0.76
H -0.7759 2.7391 4.5738 -0.04 0.07 0.03 0.04
C -5.6703 -3.9633 -7.4951 -0.04 -0.03 -0.12 -1.43
H 3.5552 2.8217 1.1767 -0.03 0.12 0.23 0.41
H -0.8848 0.7293 0.5201 -0.12 -0.14 -0.03 0.45
O -3.6506 -2.4849 -5.4878 -0.02 -0.07 -0.03 -0.32
H 2.4336 -2.8982 -2.7336 -0.24 -0.11 -0.06 0.62
O 5.4623 -0.4933 0.6122 -0.12 -0.63 0.11 -0.62
H 6.9281 -0.9627 -1.9375 0.07 -0.14 0.15 0.25
O 9.1218 0.2354 0.2157 -0.57 -0.08 -0.34 -0.59
H 1.3918 -6.7760 -0.3771 0.06 -0.01 -0.21 0.26
H -3.2247 2.8975 8.8789 -0.01 0.05 0.01 0.33
H 1.5868 -3.5873 1.5980 -0.01 0.07 0.22 0.25
H 5.1829 -1.1944 -3.6496 -0.06 0.11 -0.21 0.54
H -4.1921 -4.4495 -5.0618 0.01 -0.06 -0.10 0.26
H -0.5531 2.5090 2.8561 -0.06 -0.03 -0.01 0.11
N 2.0324 0.4133 -5.7620 -0.06 -0.20 -0.06 -0.69
C -0.9501 4.5576 3.3811 -0.14 -0.18 0.25 0.74
H -0.7692 -1.5361 -6.2415 -0.03 0.10 0.02 -0.10
N -6.4222 -2.0218 -6.2322 0.11 0.12 -0.02 -0.75
C 1.6702 -3.9809 -0.4770 0.11 0.62 0.85 -0.59
H 2.2422 -4.5948 -1.1652 -0.05 -0.25 -0.13 0.44
O 0.8773 -0.1943 2.1198 0.16 2.35 -1.10 -0.65
H 2.7842 -2.2448 0.1881 0.12 0.21 0.16 0.15
C -4.0005 -2.1343 -6.8103 0.04 0.17 -0.10 -0.59
C -4.1356 2.5620 6.9713 -0.22 0.08 -0.08 0.39
H -2.8125 5.3442 3.1315 -0.01 -0.07 -0.11 0.32
H -4.6052 1.8053 8.9650 -0.06 -0.02 -0.07 0.46
H -5.7738 -4.5379 -6.5755 0.05 0.02 0.05 0.30
H 7.8998 -0.0194 2.4718 0.15 -0.12 0.34 0.24
H 0.7252 5.6878 4.2113 0.00 -0.09 -0.04 0.47
H 0.9094 -2.0749 -6.3329 0.03 -0.01 0.04 0.30
H 0.0372 -5.2259 1.8658 -0.18 -0.09 0.17 0.29
C 4.8815 -0.8721 -2.6485 0.52 -0.14 0.12 -0.40
H -5.8336 1.2027 6.8943 0.00 0.01 0.01 0.36
H -2.6953 4.4283 4.4465 -0.01 -0.30 -0.25 0.27
C 4.2896 -2.1023 -1.9413 -0.39 -0.37 -0.68 -1.01
H -0.2223 1.4832 -4.9719 0.01 -0.06 0.04 0.29
C 0.0874 1.1554 0.3030 -0.01 0.13 0.09 -1.31
H -0.7084 6.6375 3.8249 -0.05 0.03 0.08 0.38
C -0.3460 3.1890 3.6780 -0.01 0.02 0.02 -1.16
H 0.7354 3.2445 3.8000 0.02 -0.04 -0.03 0.40
H -0.0195 2.0590 -6.6131 0.04 0.00 0.02 0.35
H 4.1468 -0.0816 -2.7983 -0.29 0.03 0.19 0.08
C 2.1049 -2.5023 -0.6163 -0.26 -0.77 -0.81 -0.34
H -0.8164 -1.6345 -2.8148 0.03 -0.03 -0.02 0.23
H 5.0102 0.8688 2.0289 -0.34 0.33 0.17 0.41
H 1.4797 -6.1997 2.1577 -0.09 -0.02 0.28 0.36
H -0.1675 5.1936 7.4600 0.00 0.04 -0.02 0.27
H -6.1374 -2.3758 -5.3231 -0.05 -0.07 0.01 0.33
H -2.6448 -3.8899 -4.4252 0.03 0.04 -0.02 0.27
C 0.9885 0.8513 1.4743 0.00 -1.95 1.15 0.94
H 0.9570 4.7395 6.1644 0.02 -0.04 -0.03 0.32
```
Forces are in eV/Å.

Gap between HOMO and LUMO in eV: 7.26
Largest force on an atom in eV/Å: 2.60
HOMO level in eV: -5.23
Total charge: -1
DFT total energy in Eh: -2283.43780
LUMO level in eV: 2.0